# 1
Entry from the Open Molecules 2025 dataset: 11 unconnected molecules or ions with the total composition C3H29NO12 in a non-equilibrium geometry (ωB97M-V/def2-TZVPD).

LUMO (Eh): 0.0036
Molecular weight (g mol⁻¹): 271.26
Net charge: 0
E (eV): -29641.1385
SMILES: NC(CO)CO.O.O.O.O.O.O.O.O.O.O
ΔE to the lowest compared entry with this formula, charge and spin (kcal/mol): 95.8
HOMO (Eh): -0.3191

Each line ends with the Löwdin charge.
Geometry (Å):
H (0.03321, -1.57707, 1.23575)  0.0147
H (-1.62166, 1.86115, -1.42846)  0.0371
O (3.96389, 0.20604, -0.29728)  -0.0722
O (-1.19403, 2.13243, -2.25968)  -0.0749
H (-2.67518, -1.12226, 0.64826)  -0.0081
H (-1.19532, -2.50484, 1.02430)  0.0137
O (-0.05530, 1.77590, 2.76641)  -0.0589
H (-0.91672, 1.46157, 3.08217)  0.0280
H (2.37979, -2.00452, 2.00383)  0.0658
O (2.42363, -1.17973, 1.50692)  -0.0773
H (0.70986, 1.50174, -3.01875)  0.1233
H (2.80628, -0.54863, 2.15965)  0.0437
H (-0.13722, 1.81889, 1.80665)  0.0269
O (2.55359, 1.26442, 2.56218)  -0.0638
H (2.80791, 1.25083, 1.63334)  0.0093
H (-2.99229, 0.59295, 3.41413)  0.0694
H (4.77095, -0.23196, -0.56335)  0.0442
O (-0.85724, -2.01947, -2.54324)  -0.0925
H (-0.17275, -0.34452, -3.67997)  0.1252
H (1.00323, -1.15352, -0.52792)  0.0346
H (0.73418, 2.06342, -1.40240)  0.0830
H (1.77102, -0.89536, -2.05858)  0.0853
H (-2.34830, 1.07034, 0.84842)  0.0302
H (-2.02151, 2.57951, 0.23684)  0.0718
O (2.81048, 2.78007, -0.98349)  -0.0614
H (-1.71411, -0.19215, -2.91337)  0.1167
N (1.27244, -0.52928, -1.26669)  0.0804
H (3.44391, -0.50545, 0.12705)  -0.0013
O (-1.74253, 1.69350, 0.42598)  -0.0377
H (-2.09201, -0.63676, 2.67003)  0.0342
C (0.09559, 1.53948, -2.11446)  -0.2195
C (-0.04785, 0.07582, -1.55382)  -0.3341
H (-4.04289, -1.63694, 0.94719)  0.0529
H (-2.88548, -2.88247, -0.81824)  0.0504
O (-0.78498, -1.87004, 1.65125)  -0.0520
H (-0.62452, 0.07750, -0.63866)  0.1088
C (-0.71655, -0.59795, -2.76476)  -0.1935
O (-2.43015, 0.26482, 2.71952)  -0.0603
H (1.62144, 1.53508, 2.66378)  -0.0034
H (-1.49660, -3.49068, -1.02929)  0.0502
H (-0.60888, -2.45414, -3.36386)  0.0847
H (3.44515, 2.06160, -1.08679)  0.0100
O (-2.08606, -3.12731, -0.36688)  -0.0458
H (2.41073, 2.73177, -0.11591)  0.0158
O (-3.59717, -0.83377, 0.66214)  -0.0534

Forces on atoms 1 to 6 (eV/Å):
0.1 0.2 0.2
-0.1 0.2 -0.4
0.1 -0.3 0.2
0.5 -0.2 -0.2
0.1 0.1 -0.1
0.3 0.3 0.2

# 2
Entry from the Open Molecules 2025 dataset: 3 unconnected molecules or ions with the total composition C3H14N2O2S in a non-equilibrium geometry (ωB97M-V/def2-TZVPD).

LUMO (Eh): 0.0219
Molecular weight (g mol⁻¹): 142.22
Net charge: 0
E (eV): -21247.5513
SMILES: NCNCCS.O.O
ΔE to the lowest compared entry with this formula, charge and spin (kcal/mol): 19.1
HOMO (Eh): -0.3207

Each line ends with the Löwdin charge.
Geometry (Å):
H (-1.06602, 2.07366, 1.07072)  0.0814
C (-0.55938, 0.00557, 1.56048)  -0.5329
H (-2.58009, -1.17409, 2.41211)  -0.2280
H (0.21780, 1.59593, -1.22879)  0.1060
C (-0.21703, 1.53591, 1.46294)  -0.2998
H (-0.01772, 1.91785, 2.55326)  0.1362
H (-0.73544, -0.35241, -3.70869)  0.0220
C (1.18076, 1.47034, -0.71278)  -0.3028
O (-0.71202, -1.16706, -3.21357)  -0.0907
H (1.88579, 2.12261, -1.36114)  0.1291
N (1.60356, 0.07026, -0.85340)  -0.0049
H (0.20199, -1.15885, -2.76128)  0.0593
S (-2.17820, 0.01527, 2.47421)  0.7253
H (1.82203, 1.62417, 1.19174)  0.0683
H (0.86697, -0.59583, -0.46112)  0.0596
N (1.01698, 1.87620, 0.69162)  -0.0805
H (-0.64722, -0.46588, 0.61052)  -0.0010
H (-1.00917, -3.63825, -0.15901)  0.0493
O (-0.86534, -2.67968, -0.17652)  -0.0659
H (2.44385, -0.03204, -0.34267)  0.0421
H (0.26992, -0.57624, 2.08212)  0.0993
H (-0.92203, -2.46742, -1.13075)  0.0286

Forces on atoms 1 to 6 (eV/Å):
-0.2 0.2 -0.2
0.6 0.4 1.4
-0.5 -2.7 -0.4
0.1 -0.1 0.3
1.9 -0.5 1.3
-0.5 -0.6 -2.0

# 3
Entry from the Open Molecules 2025 dataset: C32H29F6N3OS in the gas phase in a non-equilibrium geometry (ωB97M-V/def2-TZVPD).

LUMO (Eh): 0.0019
Molecular weight (g mol⁻¹): 617.66
Net charge: 0
E (eV): -67313.9480
SMILES: CN1C(=O)[C@@H](Cc2c[nH]c3ccccc23)N(/C=C/[C@@H](Sc2cc(C(F)(F)F)cc(C(F)(F)F)c2)c2ccccc2)C1(C)C
ΔE to the lowest compared entry with this formula, charge and spin (kcal/mol): 0.0
HOMO (Eh): -0.2784

Each line ends with the Löwdin charge.
Geometry (Å):
C (1.60828, 5.00948, 0.73401)  -0.0146
C (-1.65641, -4.66022, -3.01652)  0.0721
C (-4.31544, -0.12332, 0.58070)  -0.2239
O (3.60309, 3.04119, 0.24238)  0.0777
H (1.91803, 1.17094, -1.14564)  0.1654
C (-4.73961, 1.15769, 0.96764)  -0.0361
H (0.98978, 5.63155, 0.07585)  0.0905
H (-2.88956, -0.43200, -1.03522)  0.1287
C (4.96478, 0.31729, 1.22261)  -0.1413
C (-6.98175, 0.33277, 1.39101)  -0.0904
H (3.81789, -0.73715, -1.73891)  0.1211
H (1.82559, -0.68517, 0.57226)  0.1148
F (1.34703, -3.09780, -3.48071)  0.1135
C (-1.84720, 0.66954, 0.44124)  -0.1417
C (1.78303, 1.37447, -0.06128)  -0.1703
H (-0.14533, -0.28896, -0.42536)  0.1144
F (-3.72785, -6.25426, -3.87440)  0.1227
H (-2.21311, 1.50553, 1.02341)  0.0550
C (-2.11384, -2.86539, -0.91272)  -0.4715
S (-2.30543, -1.96179, 0.58385)  1.0329
H (-0.59752, 4.16552, 2.30716)  0.0826
C (2.42647, 0.22449, 0.74237)  -0.0761
C (-6.05056, 1.37230, 1.42467)  -0.0793
C (-0.59828, -3.97449, -2.42349)  -0.1001
F (1.63428, -4.43903, -1.75824)  0.1188
C (-4.11615, -5.18440, -3.12338)  -0.5083
H (6.42587, 1.56046, 4.01363)  0.0957
H (-0.55183, 3.71359, -1.31205)  0.1016
H (0.01637, -2.54261, -0.93850)  0.1117
C (7.49074, 0.94089, 2.23600)  -0.0970
N (1.37388, 3.61056, 0.44714)  -0.0365
H (-1.25414, 2.50820, 2.30622)  0.0722
C (-2.87466, -0.36740, 0.07064)  -0.5211
H (4.14503, 1.01897, 3.07222)  0.1058
C (-6.56517, -0.94790, 0.99000)  -0.0703
H (-6.33346, 2.36150, 1.78738)  0.1032
H (2.37466, 0.47254, 1.81637)  0.1250
H (-4.20751, -3.30737, -1.20617)  0.1124
H (2.66275, 5.23885, 0.56021)  0.0951
C (0.06721, 2.98203, 0.62733)  -0.4739
C (3.84580, 0.00453, 0.36641)  -0.1855
C (-5.23349, -1.16904, 0.61140)  -0.0727
C (0.82843, -4.20255, -2.84513)  -0.5098
H (8.28050, 0.24807, 0.31019)  0.1044
C (-0.55201, 0.60420, 0.06885)  -0.0902
H (-4.05886, 2.00590, 0.91126)  0.0962
H (8.46354, 1.19351, 2.65870)  0.0965
F (-4.88686, -4.38461, -3.93220)  0.1201
C (6.33431, 1.14966, 3.00828)  -0.0966
C (-2.94717, -4.42695, -2.54744)  -0.0981
C (-0.36732, 3.11189, 2.09762)  0.0042
H (1.35582, 5.24528, 1.77701)  0.0912
H (-1.21859, 4.63175, 0.07660)  0.0858
C (-3.19315, -3.50833, -1.53866)  0.0031
H (-1.48080, -5.36972, -3.81298)  0.1335
C (6.14027, 0.09938, 0.45035)  -0.2005
N (0.37818, 1.59342, 0.25388)  -0.0181
C (-0.96944, 3.63022, -0.29858)  -0.0002
C (-0.81513, -3.06879, -1.39948)  -0.0186
C (4.35975, -0.41970, -0.85351)  -0.0335
F (0.96846, -5.25618, -3.69333)  0.1279
H (-8.02112, 0.50775, 1.67758)  0.1023
H (0.45193, 2.79165, 2.75908)  0.1005
H (-4.94212, -2.18193, 0.31848)  0.0718
F (-4.94131, -5.65855, -2.13580)  0.1205
N (5.74056, -0.34704, -0.80580)  0.0715
C (7.40622, 0.41596, 0.93658)  -0.0249
H (-7.27185, -1.77938, 0.96768)  0.1046
C (2.40608, 2.74380, 0.22260)  -0.3591
H (-1.87979, 3.02460, -0.33340)  0.0654
H (6.36657, -0.58825, -1.56783)  0.1541
C (5.06261, 0.84840, 2.50789)  -0.0265

Forces on atoms 1 to 6 (eV/Å):
-0.2 0.1 0.1
0.1 0.1 0.3
0.4 0.6 -0.2
-1.7 -0.5 -0.2
0.0 0.0 0.4
-0.4 -0.3 0.2

# 4
Entry from the Open Molecules 2025 dataset: a molecular structure, C12H11BCl2N4S4SbZn (ωB97M-V/def2-TZVPD).

⟨S²⟩: 0.76
LUMO (alpha / beta) (Eh): 0.1716 / 0.1270
Molecular weight (g mol⁻¹): 608.38
Spin multiplicity: 2
Net charge: -2
E (eV): -142607.2037
ΔE to the lowest compared entry with this formula, charge and spin (kcal/mol): 5.6
HOMO (alpha / beta) (Eh): -0.0578 / -0.0578

Each line ends with the Löwdin spin population.
Geometry (Å):
Cl (1.22892, 1.19273, -1.43669)  0.0002
H (4.84281, 1.54684, 2.78653)  0.0000
C (-0.52352, 0.09415, 1.99829)  0.0000
C (3.06960, 2.33810, 1.91355)  0.0000
H (0.14859, -2.20678, -3.23516)  0.0000
N (-1.23543, -0.59868, 1.11209)  -0.0004
Zn (-2.98618, -0.20035, 0.15728)  0.0172
N (-1.20803, -1.55412, -1.78062)  0.0002
H (1.58047, -0.07064, 2.69270)  0.0000
Sb (-5.92414, 0.54225, 0.82852)  0.3603
B (-0.90623, -2.47231, -0.55309)  0.0019
C (-2.13127, 0.08649, -2.83608)  0.0016
H (1.56064, -2.14468, 0.88966)  0.0000
C (-1.19864, -0.47416, -3.71004)  0.0000
H (-0.95565, -0.15974, -4.71003)  0.0000
C (3.43005, 0.51590, -0.10226)  0.0000
C (2.35099, 1.37696, -0.11608)  0.0000
S (0.72268, 3.37571, 0.86975)  0.0005
S (-4.05607, 1.88167, 0.26628)  0.1516
N (-0.43099, -1.55714, 0.60491)  0.0001
H (-0.00296, -3.22196, -0.85304)  0.0001
S (-7.83747, 0.90354, -0.36471)  0.3001
C (0.77147, -1.47439, 1.18612)  0.0000
H (-0.94812, 0.95765, 2.48340)  -0.0001
Cl (2.92014, 3.45788, 3.25051)  0.0000
C (0.76056, -0.43761, 2.09984)  0.0000
C (2.08663, 2.34968, 0.88910)  0.0000
S (-4.87748, -1.56591, 0.58863)  0.1598
C (4.34854, 0.55603, 0.93842)  0.0000
N (-2.12858, -0.57989, -1.68533)  0.0042
H (5.19208, -0.12237, 0.96068)  0.0000
C (-0.63262, -1.50943, -2.98425)  0.0001
H (3.53177, -0.20098, -0.90716)  0.0000
H (-2.79084, 0.92973, -2.96322)  0.0015
C (4.15468, 1.48136, 1.95334)  0.0000
H (-1.92639, -3.03553, -0.23180)  0.0012

Forces on atoms 1 to 6 (eV/Å):
0.0 0.0 0.0
0.0 0.0 0.0
0.0 0.0 0.0
0.0 0.0 0.0
0.0 0.0 0.0
0.0 0.0 0.0

Question: Which value of ΔE to the lowest compared entry with this formula, charge and spin does entry 1 give?
Answer: 95.8 kcal/mol

Question: Look up the net charge of the fourth one.
Answer: -2

Question: Among the records above, which one has the lowest net charge?
Answer: C12H11BCl2N4S4SbZn